# C3H3NO2

2 unconnected molecules or ions with the total composition C3H3NO2 (the ωB97M-V functional and the def2-TZVPD basis, OMol25).

Bonds (Å) are listed after each position.
Atoms and positions in Å:
1 C 0.82 -0.90 0.58  C2 1.394, C3 1.512, H7 1.096
2 C -0.22 -0.10 0.12  C1 1.394, C3 1.516, N4 1.273
3 C 1.19 0.43 -0.04  C1 1.512, C2 1.516, H8 1.101, H9 1.109
4 N -1.41 0.34 0.24  C2 1.273, O5 1.308
5 O -1.82 1.54 -0.09  N4 1.308
6 O -2.86 -1.23 -0.47  no bonds
7 H 1.14 -1.85 0.12  C1 1.096
8 H 1.57 1.24 0.60  C3 1.101
9 H 1.59 0.54 -1.07  C3 1.109

Its total charge is -2. The energy above the lowest of the compared OMol25 structures with the same formula, charge and spin is 84.5 kcal/mol. For the HOMO energy (spin up / spin down), the calculation gives 0.0670 / 0.0711 Eh. As for the largest force on an atom: 2.26 eV/Å. Its total energy is -320.9422 hartree. Its orbital gap (spin up / spin down) is 5.63 / 5.53 eV.